[1]
The following is a quantum chemistry calculation of a structure of composition C17H29BCuGeN6, from the OMol25 dataset.

Positions of all 55 atoms, in Å:
Cu1 -0.9041 1.4924 -2.4162
C1 -2.7004 -1.8818 -0.8014
C2 -1.6900 -1.3629 -1.5948
N1 -1.7005 -0.0448 -1.5941
N2 -2.7818 0.3497 -0.8097
C3 -3.3947 -0.7609 -0.3652
B1 -3.0911 1.8759 -0.7915
N3 -3.3801 2.3676 -2.2273
C4 -4.5128 2.8464 -2.7963
C5 -4.3470 2.9100 -4.1891
C6 -3.0662 2.4412 -4.3906
N4 -2.4783 2.1169 -3.2235
N5 -1.7825 2.5968 -0.2060
C7 -1.7163 3.4508 0.8163
C8 -0.3959 3.7989 1.0348
C9 0.3148 3.1233 0.0575
N6 -0.5316 2.4058 -0.6932
H1 -2.9083 -2.9068 -0.6279
H2 -0.9348 -1.9420 -2.1317
H3 -4.2687 -0.6119 0.2750
H4 -4.0456 2.1588 -0.0536
H5 -5.3994 3.0179 -2.1948
H6 -5.0363 3.2461 -4.9502
H7 -2.5021 2.3252 -5.3164
H8 -2.5798 3.7278 1.3740
H9 -0.0178 4.4970 1.7522
H10 1.3646 3.1204 -0.1791
C10 0.4955 -2.3772 4.3468
C11 -0.3180 -1.4269 3.4341
C12 0.3017 -1.2369 2.0704
C13 1.5906 -0.3827 2.0661
Ge1 2.4687 -0.0767 0.3935
C14 2.2994 -1.2429 -1.1474
C15 3.2879 -2.3548 -0.7792
C16 4.4387 -1.7298 0.0759
C17 5.6526 -2.6243 0.2691
H11 -0.0626 -2.4868 5.2737
H12 1.5019 -1.9393 4.4619
H13 0.5959 -3.3076 3.8165
H14 -0.3264 -0.4235 3.8996
H15 -1.3228 -1.8317 3.2954
H16 -0.4525 -0.7335 1.4028
H17 0.4931 -2.2018 1.5903
H18 2.3101 -0.8076 2.7674
H19 1.3535 0.6267 2.4694
H20 3.2356 1.2275 0.2303
H21 2.5902 -0.6835 -2.0499
H22 1.2857 -1.6160 -1.3134
H23 3.6962 -2.7802 -1.6799
H24 2.8041 -3.1436 -0.1711
H25 3.9955 -1.4022 1.0286
H26 4.7419 -0.8258 -0.4522
H27 5.3333 -3.6709 0.3891
H28 6.2017 -2.3480 1.1560
H29 6.2959 -2.5576 -0.6010

Computed properties:
HOMO (alpha / beta) = -15.21 / -15.15 eV
multiplicity = 2
gap between HOMO and LUMO (alpha / beta) = 8.187 / 6.501 eV
net charge = +2
strongest force on any atom = 0.0359 hartree/bohr



[2]
The following is a quantum chemistry calculation of an isolated molecule of C7H12NO2P, from the OMol25 dataset.

Positions of all 23 atoms, in Å:
C1 2.7923 -0.1658 -0.1443
C2 1.4094 0.3463 -0.5270
C3 0.9075 -0.3004 -1.9040
C4 0.2213 0.2571 0.6962
C5 -0.3056 -1.1178 0.9736
O1 0.0968 -1.8317 1.8288
N1 -1.3897 -1.3283 0.0761
C6 -1.9417 -0.3057 -0.5492
O2 -2.7951 -0.3542 -1.4161
P1 -1.1269 1.3502 0.0671
C7 -2.2950 1.3602 1.5439
H1 2.7443 -1.2676 0.1081
H2 3.1013 0.3626 0.7028
H3 3.4027 0.0727 -1.0097
H4 1.4402 1.3858 -0.8060
H5 0.7769 -1.3910 -2.0046
H6 1.5549 0.1142 -2.7058
H7 -0.1756 -0.0130 -1.9961
H8 0.6996 0.6901 1.6216
H9 -1.7616 -2.2083 -0.1952
H10 -3.1782 1.7354 1.2688
H11 -1.9295 2.1385 2.3676
H12 -2.2487 0.4709 2.0033

Computed properties:
HOMO = -9.45 eV
SMILES = CC(C)[C@@H]1C(=O)NC(=O)P1C
gap between HOMO and LUMO = 10.126 eV
energy relative to the best compared isomer or geometry (same formula, charge and spin) = 0.186 eV
net charge = 0
strongest force on any atom = 0.1271 hartree/bohr



[3]
The following is a quantum chemistry calculation of a cluster of 3 separate species, C5H8O in total, from the OMol25 dataset.

Positions of all 14 atoms, in Å:
C1 1.0293 2.0332 0.0698
C2 0.2940 1.0508 -0.8356
C3 0.7307 -0.2459 -0.9836
C4 0.4609 -1.4451 -0.7393
C5 -0.6771 -2.0614 -0.2184
O1 -0.7347 -2.7146 0.9708
H1 2.0959 1.8791 -0.1086
H2 0.8015 3.0762 -0.1760
H3 0.8443 1.8939 1.1418
H4 -1.0190 0.3045 -0.2439
H5 -0.2462 1.5224 -1.6627
H6 -1.4517 -2.4692 -0.8734
H7 -1.3316 -0.5585 -0.0894
H8 -0.0664 -2.3425 1.5641

Computed properties:
HOMO = -8.85 eV
gap between HOMO and LUMO = 9.708 eV
energy relative to the best compared isomer or geometry (same formula, charge and spin) = 5.732 eV
net charge = 0
strongest force on any atom = 0.0161 hartree/bohr



[4]
The following is a quantum chemistry calculation of a cluster of 2 separate species, C2H3N3O2 in total, from the OMol25 dataset.

Positions of all 10 atoms, in Å:
C1 -0.8701 -0.7291 -1.8404
C2 -0.1681 1.7783 -0.8671
N1 0.2996 1.2732 0.0858
N2 0.4970 -0.6655 1.2737
N3 0.9740 0.6472 1.0229
O1 -0.1104 -1.5623 -1.6675
O2 -1.6527 0.0804 -1.9802
H1 -0.5305 -0.5890 1.4069
H2 0.5973 -1.3178 0.6059
H3 0.9639 1.0845 1.9599

Computed properties:
HOMO = -10.20 eV
gap between HOMO and LUMO = 10.797 eV
energy relative to the best compared isomer or geometry (same formula, charge and spin) = 3.689 eV
net charge = 0
strongest force on any atom = 0.1023 hartree/bohr



[5]
The following is a quantum chemistry calculation of a cluster of 2 separate species, C9H23BClO5P in total, from the OMol25 dataset.

Positions of all 40 atoms, in Å:
C1 -2.1052 -2.7328 -2.3773
C2 -1.7057 -3.2006 -0.9827
Cl1 -2.7187 -2.3691 0.2548
C3 -0.2089 -2.9736 -0.6667
B1 0.6235 -4.2815 -0.8548
P1 0.4777 -5.3708 -2.4799
O1 2.0574 -5.8174 -2.6025
O2 -0.2021 -6.6693 -1.6876
H1 -1.8658 -3.5015 -3.1135
H2 -1.5793 -1.8152 -2.6406
H3 -3.1746 -2.5368 -2.4285
H4 -1.9591 -4.2560 -0.8765
H5 0.1799 -2.1973 -1.3383
H6 -0.0930 -2.5840 0.3443
H7 1.3788 -4.6653 -0.0069
H8 2.5734 -5.6583 -1.8032
H9 -0.8998 -7.0557 -2.2278
C4 1.6301 5.9762 1.6243
O3 0.8606 4.9048 1.1335
C5 1.3413 4.4023 -0.0976
C6 0.8824 2.9794 -0.3190
O4 1.5944 2.0187 0.4423
C7 1.2344 1.8822 1.8078
C8 -0.0297 1.0844 2.0293
O5 -1.1784 1.8548 1.7350
C9 -2.2890 1.0495 1.4063
H10 1.5948 6.8424 0.9524
H11 1.2122 6.2621 2.5875
H12 2.6780 5.6844 1.7607
H13 2.4382 4.4344 -0.1193
H14 0.9646 5.0221 -0.9242
H15 1.0976 2.7311 -1.3608
H16 -0.1951 2.8992 -0.1580
H17 1.1626 2.8535 2.3023
H18 2.0555 1.3220 2.2604
H19 -0.0603 0.7579 3.0790
H20 -0.0021 0.1881 1.3954
H21 -2.0681 0.4089 0.5476
H22 -3.1142 1.7131 1.1547
H23 -2.5887 0.4139 2.2482

Computed properties:
HOMO = -8.92 eV
SMILES = C[C@H](Cl)CBP(O)O.COCCOCCOC
gap between HOMO and LUMO = 8.485 eV
net charge = 0
strongest force on any atom = 0.0068 hartree/bohr



[6]
The following is a quantum chemistry calculation of a cluster of 2 separate species, C25H41BCl2N3O2PSSi in total, from the OMol25 dataset.

Positions of all 77 atoms, in Å:
C1 0.7844 -0.6964 5.3879
C2 0.5447 -1.0994 3.9291
N1 0.2212 0.0621 3.0699
C3 0.9863 0.1796 1.8927
C4 1.9561 1.1734 1.6821
C5 2.2398 2.2523 2.7009
C6 1.2745 3.4164 2.5027
O1 -0.0210 2.9754 2.9054
Si1 -1.3311 3.2448 1.9148
C7 -1.1041 2.5628 0.1850
C8 -2.7514 2.3650 2.7347
C9 -1.7452 5.0650 1.7722
C10 2.6263 1.2079 0.4674
C11 2.4015 0.2993 -0.5698
B1 3.2254 0.4514 -1.9051
O2 3.3223 1.7391 -2.4243
N2 3.8364 -0.6714 -2.5466
C12 4.4732 -1.6280 -1.6210
C13 4.7112 -0.3765 -3.6830
C14 1.4227 -0.6756 -0.3553
C15 0.7289 -0.7221 0.8478
S1 -0.5662 -1.9160 1.0231
C16 -1.2367 -1.7582 -0.6038
C17 -0.3323 -1.6179 -1.6508
C18 -0.7942 -1.4653 -2.9492
C19 -2.1610 -1.4868 -3.1962
C20 -3.0600 -1.6417 -2.1543
C21 -2.6216 -1.7606 -0.8319
P1 -3.7286 -1.8575 0.6173
C22 -3.5854 -3.6270 1.1284
C23 -5.4187 -1.7810 -0.1303
C24 -6.4250 -1.3666 0.9460
N3 1.0787 -1.6160 -1.3903
H1 1.0767 0.3518 5.4805
H2 1.5868 -1.2922 5.8246
H3 -0.1030 -0.8448 6.0028
H4 -0.3026 -1.7890 3.9006
H5 1.4168 -1.6283 3.5385
H6 0.3200 0.9079 3.6143
H7 3.2661 2.6062 2.5853
H8 2.0999 1.8654 3.7143
H9 1.2704 3.6708 1.4358
H10 1.5590 4.2865 3.0984
H11 -0.7475 3.3165 -0.5208
H12 -0.4718 1.6749 0.1228
H13 -2.1020 2.2677 -0.1577
H14 -3.5847 2.2682 2.0333
H15 -3.1149 2.8928 3.6181
H16 -2.4544 1.3497 3.0118
H17 -1.7700 5.5422 2.7528
H18 -1.0871 5.6099 1.0945
H19 -2.7560 5.1250 1.3550
H20 3.3672 1.9870 0.3102
H21 4.2200 1.9564 -2.6926
H22 3.7167 -2.2731 -1.1741
H23 5.1804 -2.2454 -2.1754
H24 5.0221 -1.1277 -0.8180
H25 4.3292 0.4662 -4.2550
H26 4.7296 -1.2370 -4.3562
H27 5.7510 -0.1957 -3.3799
H28 -0.0666 -1.3472 -3.7420
H29 -2.5208 -1.3707 -4.2110
H30 -4.1186 -1.6427 -2.3749
H31 -4.5572 -4.1169 1.0556
H32 -3.2794 -3.6448 2.1752
H33 -2.8406 -4.1701 0.5479
H34 -5.3723 -1.0110 -0.8997
H35 -5.6842 -2.7459 -0.5677
H36 -6.3181 -1.9598 1.8561
H37 -6.2774 -0.3203 1.2192
H38 -7.4490 -1.4718 0.5834
H39 1.3383 -2.5465 -1.0643
Cl1 2.5869 -1.9166 -6.2843
C25 3.4917 -1.6739 -7.7815
Cl2 5.2295 -1.5036 -7.4963
H40 3.3343 -2.5334 -8.4211
H41 3.1344 -0.7674 -8.2540

Computed properties:
HOMO = -7.83 eV
SMILES = CCNc1c(CCO[Si](C)(C)C)cc(B(O)N(C)C)c2c1Sc1c(cccc1P(C)CC)N2.ClCCl
gap between HOMO and LUMO = 8.383 eV
net charge = 0
strongest force on any atom = 0.0323 hartree/bohr



[7]
The following is a quantum chemistry calculation of a structure of composition C3H3BrClI, from the OMol25 dataset.

Positions of all 9 atoms, in Å:
C1 -0.3852 -1.3953 -0.6758
C2 -2.1613 -2.4080 0.1254
C3 0.1347 -0.5167 0.3279
Cl1 0.6930 -2.3535 -1.5300
Br1 -2.5292 -3.8988 -0.8455
I1 -3.6739 -0.8862 0.2517
H1 0.9811 -0.9400 0.8814
H2 -0.5778 -0.1600 0.8970
H3 0.6948 0.5261 -0.0897

Computed properties:
HOMO (alpha / beta) = -8.33 / -8.32 eV
gap between HOMO and LUMO (alpha / beta) = 7.558 / 6.918 eV
energy relative to the best compared isomer or geometry (same formula, charge and spin) = 4.983 eV
net charge = 0
strongest force on any atom = 0.1282 hartree/bohr



[8]
The following is a quantum chemistry calculation of an isolated molecule of C4H6FNO, from the OMol25 dataset.

Positions of all 13 atoms, in Å:
C1 -1.0726 1.4047 -0.1077
C2 -1.3250 0.0433 0.0982
F1 -2.6427 -0.1539 0.0766
C3 -0.4519 -1.0984 0.0645
N1 0.8575 -1.0397 -0.1488
O1 1.4082 0.2257 -0.1843
C4 2.8007 0.3087 0.1701
H1 -1.9074 2.1102 0.0125
H2 -0.1248 1.6793 -0.2646
H3 -0.7233 -2.2443 -0.0885
H4 2.9100 1.4444 0.2599
H5 3.0582 0.0772 1.1899
H6 3.5957 -0.1591 -0.6325

Computed properties:
HOMO = -9.04 eV
SMILES = C=C(F)/C=N\OC
gap between HOMO and LUMO = 9.164 eV
energy relative to the best compared isomer or geometry (same formula, charge and spin) = 4.161 eV
net charge = 0
strongest force on any atom = 0.0992 hartree/bohr



Repeat the seventh record exactly.
The following is a quantum chemistry calculation of a structure of composition C3H3BrClI, from the OMol25 dataset.

Positions of all 9 atoms, in Å:
C1 -0.3852 -1.3953 -0.6758
C2 -2.1613 -2.4080 0.1254
C3 0.1347 -0.5167 0.3279
Cl1 0.6930 -2.3535 -1.5300
Br1 -2.5292 -3.8988 -0.8455
I1 -3.6739 -0.8862 0.2517
H1 0.9811 -0.9400 0.8814
H2 -0.5778 -0.1600 0.8970
H3 0.6948 0.5261 -0.0897

Computed properties:
HOMO (alpha / beta) = -8.33 / -8.32 eV
gap between HOMO and LUMO (alpha / beta) = 7.558 / 6.918 eV
energy relative to the best compared isomer or geometry (same formula, charge and spin) = 4.983 eV
net charge = 0
strongest force on any atom = 0.1282 hartree/bohr